Entry from the OMol25 dataset: 2 unconnected molecules or ions with the total composition C4H7N2O6S in a non-equilibrium geometry (ωB97M-V/def2-TZVPD).

Calculated values
- net charge = -1
- calculated total energy (hartree) = -1115.62885

Last column: Löwdin charge in e.
Positions of all 20 atoms, in Å:
C 0.908 -0.672 1.065  -0.125
C -0.153 0.349 1.075  -0.258
C -1.455 -0.418 1.502  -0.144
C -1.936 -1.123 0.282  -0.105
N -1.945 -1.838 -0.613  -0.135
N -4.626 -0.520 0.148  -0.420
O -4.363 -1.057 1.194  0.009
O -4.703 1.950 -1.030  -0.305
O -2.197 -2.484 -1.583  -0.030
O -5.200 -0.982 -0.804  0.033
O -3.486 1.686 1.086  -0.336
O -2.637 0.779 -1.008  -0.273
S -3.742 1.211 -0.270  0.481
H 0.944 -1.078 2.107  0.094
H 1.787 -0.199 0.739  0.045
H 0.620 -1.344 0.203  0.101
H 0.083 1.184 1.694  0.103
H -0.451 0.656 0.133  0.072
H -2.297 0.234 1.775  0.070
H -1.264 -1.226 2.238  0.121


Entry from the OMol25 dataset: a gas-phase ion, C2H4N3O3 (charge -1) in a non-equilibrium geometry (ωB97M-V/def2-TZVPD).

Calculated values
- SMILES = CNN(N=O)C(=O)[O-]
- net charge = -1
- calculated total energy (hartree) = -468.55958

Last column: Löwdin charge in e.
Positions of all 12 atoms, in Å:
C 2.714 0.971 0.051  -0.736
C -0.223 0.317 -0.142  -0.120
N 2.698 -1.448 -0.066  -0.058
N 0.710 -0.356 0.797  -0.027
N 1.971 -0.400 0.126  -0.121
O 3.813 0.952 -0.508  -0.035
O 2.071 1.857 0.535  -0.008
O 2.102 -2.583 0.055  -0.197
H 0.234 1.328 -0.380  0.082
H -0.707 -0.155 -1.049  0.079
H -0.957 0.518 0.617  0.051
H 0.622 -1.357 1.010  0.091


Entry from the OMol25 dataset: a molecular structure, C3H7NO2 in a non-equilibrium geometry (ωB97M-V/def2-TZVPD).

Calculated values
- calculated total energy (hartree) = -323.66445

Last column: Löwdin charge in e.
Positions of all 13 atoms, in Å:
C 2.395 0.453 -0.008  -0.043
O 1.400 -0.509 0.476  -0.057
C 0.135 -0.197 0.155  -0.296
O -0.005 0.826 -0.504  -0.002
C -1.716 -0.768 0.524  -0.120
N -2.332 0.110 -0.362  -0.053
H 3.371 0.060 0.280  0.090
H 2.243 1.439 0.444  0.094
H 2.343 0.568 -1.095  0.092
H -1.809 -0.467 1.569  0.081
H -1.917 -1.840 0.386  0.091
H -1.456 0.757 -0.567  0.050
H -2.582 -0.374 -1.223  0.074


Entry from the OMol25 dataset: a molecular structure, C2H6F2N5O2PS2 in a non-equilibrium geometry (ωB97M-V/def2-TZVPD).

Calculated values
- calculated total energy (hartree) = -1841.40251

Last column: Löwdin charge in e.
Positions of all 20 atoms, in Å:
C 2.386 -0.657 -0.678  -0.417
C 2.430 0.172 0.649  -0.269
N -0.874 -1.176 0.533  -0.265
N -1.005 1.475 0.083  -0.299
N -2.955 -0.135 -0.834  -0.298
N 1.352 -0.249 -1.572  -0.030
N 1.100 0.266 1.344  -0.131
O -2.490 -2.579 -0.615  -0.219
O -3.117 2.383 -1.037  -0.206
F -3.310 -1.304 1.296  -0.195
F -3.247 1.257 1.108  -0.205
P -0.088 0.145 0.213  0.664
S -2.360 -1.328 -0.045  0.594
S -2.526 1.334 -0.353  0.626
H 3.464 -0.704 -1.222  0.162
H 2.283 -1.634 -0.318  0.065
H 3.247 -0.339 1.366  0.150
H 2.818 1.202 0.204  0.134
H 1.703 0.666 -1.859  0.036
H 1.189 1.207 1.737  0.104


Entry from the OMol25 dataset: 2 unconnected molecules or ions with the total composition C5H7N3O3S in a non-equilibrium geometry (ωB97M-V/def2-TZVPD).

Calculated values
- calculated total energy (hartree) = -982.80327

Last column: Löwdin charge in e.
Positions of all 19 atoms, in Å:
C 1.054 0.887 0.622  -0.066
C 0.140 1.576 1.338  -0.079
C 0.649 -0.042 -0.300  -0.190
C -0.846 -0.144 -0.419  -0.264
C -1.725 0.742 0.181  -0.050
N -1.235 1.539 1.092  0.041
N 1.566 -0.879 -1.052  0.111
N -1.330 -1.077 -1.310  0.090
O -5.300 0.841 -0.376  -0.262
O -4.211 -1.337 -0.548  -0.317
O -4.783 -0.395 1.671  -0.257
S -4.622 -0.204 0.286  0.614
H 2.035 1.059 0.992  0.108
H 0.511 2.170 2.165  0.118
H -1.771 2.228 1.479  0.105
H 2.458 -0.719 -0.545  0.100
H 1.391 -1.820 -1.125  0.045
H -0.747 -1.293 -2.112  0.089
H -2.343 -1.224 -1.400  0.064


Entry from the OMol25 dataset: 2 unconnected molecules or ions with the total composition C2H5NS in a non-equilibrium geometry (ωB97M-V/def2-TZVPD).

Calculated values
- SMILES = C=C.N=S
- calculated total energy (hartree) = -532.02709

Last column: Löwdin charge in e.
Positions of all 9 atoms, in Å:
C 0.126 -0.249 -0.453  -0.133
C 0.147 0.748 -1.291  -0.113
N -3.053 -0.946 0.828  -0.475
S -2.910 0.463 0.153  0.596
H -0.435 -1.167 -0.663  0.059
H 0.600 0.045 0.460  0.050
H 0.717 1.644 -1.063  0.059
H -0.483 0.803 -2.111  0.023
H -2.817 -0.819 1.797  -0.064


Number 2 is which compound?
C2H4N3O3


What is the calculated total energy in the fourth record?
-1841.40251 hartree


Copy entry 1 word for word.
Entry from the OMol25 dataset: 2 unconnected molecules or ions with the total composition C4H7N2O6S in a non-equilibrium geometry (ωB97M-V/def2-TZVPD).

Calculated values
- net charge = -1
- calculated total energy (hartree) = -1115.62885

Last column: Löwdin charge in e.
Positions of all 20 atoms, in Å:
C 0.908 -0.672 1.065  -0.125
C -0.153 0.349 1.075  -0.258
C -1.455 -0.418 1.502  -0.144
C -1.936 -1.123 0.282  -0.105
N -1.945 -1.838 -0.613  -0.135
N -4.626 -0.520 0.148  -0.420
O -4.363 -1.057 1.194  0.009
O -4.703 1.950 -1.030  -0.305
O -2.197 -2.484 -1.583  -0.030
O -5.200 -0.982 -0.804  0.033
O -3.486 1.686 1.086  -0.336
O -2.637 0.779 -1.008  -0.273
S -3.742 1.211 -0.270  0.481
H 0.944 -1.078 2.107  0.094
H 1.787 -0.199 0.739  0.045
H 0.620 -1.344 0.203  0.101
H 0.083 1.184 1.694  0.103
H -0.451 0.656 0.133  0.072
H -2.297 0.234 1.775  0.070
H -1.264 -1.226 2.238  0.121